The following is a quantum chemistry calculation of 7 unconnected molecules or ions with the total composition C28H80N7O9 at a distorted geometry, from the OMol25 dataset.

Each line ends with the Mulliken charge.
Atoms and positions in Å:
C: 6.42350 7.93755 8.63189  -1.35
C: 5.43185 9.05551 8.87986  0.67
C: 5.30034 10.07431 7.75848  -0.92
O: 4.64817 9.45716 6.69407  -0.31
C: 4.55448 10.27154 5.54799  -0.74
N: 4.10581 8.46752 9.25139  -0.10
H: 3.37302 9.20464 9.15041  0.37
H: 3.72998 7.72851 8.63412  0.40
H: 4.14993 8.12656 10.23093  0.20
H: 6.02240 7.15673 7.96288  0.36
H: 6.76865 7.53434 9.54521  0.29
H: 7.36376 8.36571 8.26882  0.36
H: 5.74186 9.61663 9.78367  0.13
H: 6.33529 10.38956 7.54268  0.42
H: 4.77868 10.98395 8.14343  0.43
H: 4.27099 9.61170 4.71953  0.26
H: 5.55741 10.72849 5.32274  0.31
H: 3.78044 11.08338 5.62727  0.28
C: 4.50408 12.18861 14.61375  -1.46
C: 5.40591 11.22076 15.45844  0.53
C: 6.25010 12.10014 16.41532  -0.81
O: 6.72968 11.30649 17.50114  -0.34
C: 7.29735 11.95761 18.61804  -0.70
N: 4.55301 10.23311 16.19174  -0.16
H: 3.66641 10.59696 16.60938  0.39
H: 4.31222 9.51925 15.51596  0.34
H: 5.01607 9.81695 16.96774  0.38
H: 4.00807 12.91867 15.26988  0.49
H: 3.74603 11.70294 13.96906  0.34
H: 5.08362 12.82864 13.96629  0.38
H: 6.07310 10.56788 14.89204  0.15
H: 5.65919 12.97050 16.77634  0.43
H: 7.07800 12.45045 15.82168  0.38
H: 6.41906 12.49520 19.14450  0.29
H: 8.04465 12.77718 18.30335  0.26
H: 7.83764 11.30771 19.22698  0.26
C: 8.82658 6.25064 15.22232  -0.81
N: 7.91780 5.54629 14.29203  0.01
C: 7.99528 6.14548 12.93343  -1.07
C: 8.40596 4.09702 14.25697  -0.86
C: 6.50087 5.59632 14.85814  -0.49
C: 5.38551 5.21630 13.89543  -0.44
O: 5.52189 4.02633 13.19904  -0.52
H: 8.35152 7.24848 15.38265  0.35
H: 9.83860 6.23521 14.85408  0.37
H: 8.83417 5.75184 16.19922  0.37
H: 9.00242 6.14797 12.58394  0.44
H: 7.64876 7.17788 13.02007  0.33
H: 7.46812 5.52864 12.24888  0.48
H: 7.80806 3.45094 13.53406  0.31
H: 8.22166 3.64700 15.20400  0.44
H: 9.42675 4.05602 13.92392  0.41
H: 6.29666 6.66442 15.08620  0.27
H: 6.44844 5.13222 15.80774  0.49
H: 5.29789 6.00860 13.14723  0.10
H: 4.42874 5.41083 14.47140  0.45
H: 5.13886 3.30032 13.67857  0.35
C: 17.03630 13.37034 20.28266  -0.85
N: 18.41625 13.66138 19.72492  -0.13
C: 19.38429 13.44737 20.80544  -0.95
C: 18.81775 12.75871 18.66461  -1.03
C: 18.50997 15.17908 19.35486  -0.33
C: 18.04486 15.29786 17.90795  -0.55
O: 16.65786 14.94867 17.80820  -0.50
H: 16.33831 13.56146 19.51989  0.36
H: 16.81496 14.02300 21.13045  0.38
H: 17.05419 12.31027 20.64113  0.37
H: 19.49466 12.44360 21.16403  0.39
H: 19.22357 14.12080 21.64794  0.39
H: 20.33812 13.78157 20.41880  0.49
H: 18.03376 12.64892 17.93282  0.39
H: 18.95814 11.74601 19.13096  0.39
H: 19.73144 13.09798 18.22915  0.42
H: 19.60309 15.36856 19.40703  0.36
H: 17.94122 15.74726 20.10474  0.32
H: 18.60601 14.60826 17.28707  0.32
H: 18.18569 16.32294 17.53683  0.46
H: 16.11054 15.76448 17.64200  0.33
C: 19.82780 13.20838 4.34113  -0.93
N: 18.60288 13.88754 4.88975  -0.18
C: 18.86378 14.15533 6.37455  -0.90
C: 18.39348 15.15289 4.16624  -0.85
C: 17.31267 12.95765 4.88172  -0.53
C: 17.55460 11.45882 5.13443  -0.52
O: 18.41412 11.27011 6.29199  -0.49
H: 20.11776 12.43654 5.04319  0.40
H: 20.57794 13.97314 4.20760  0.41
H: 19.63719 12.78977 3.38065  0.39
H: 19.76742 14.76530 6.40784  0.42
H: 18.87351 13.22135 6.88116  0.39
H: 18.12145 14.85335 6.80902  0.36
H: 17.51986 15.61176 4.62628  0.38
H: 18.16357 14.98944 3.08899  0.36
H: 19.27890 15.78399 4.35264  0.39
H: 16.84988 13.02143 3.90606  0.38
H: 16.64786 13.49427 5.53707  0.44
H: 18.03525 11.00286 4.27868  0.32
H: 16.56240 11.03730 5.29628  0.45
H: 18.12849 10.50278 6.77046  0.30
C: 7.57682 19.05459 11.41642  -0.92
N: 8.21039 18.86269 10.09893  -0.09
C: 8.78456 17.46822 9.99468  -0.85
C: 7.04401 18.90785 9.10781  -0.94
C: 9.24108 19.94965 9.66838  -0.38
C: 10.20309 20.53339 10.73131  -0.77
O: 11.01226 19.60734 11.35781  -0.48
H: 6.89997 18.18018 11.41788  0.43
H: 6.99120 19.93469 11.57226  0.38
H: 8.28615 19.05384 12.22121  0.38
H: 7.92558 16.85699 10.13262  0.43
H: 9.53970 17.32183 10.75815  0.33
H: 9.30200 17.36483 8.99329  0.35
H: 6.36136 18.14038 9.36682  0.43
H: 7.41202 18.59781 8.11582  0.41
H: 6.51866 19.86486 9.10153  0.42
H: 8.71376 20.82218 9.18906  0.40
H: 9.91686 19.56475 8.94640  0.34
H: 9.62355 21.02464 11.54965  0.37
H: 10.72312 21.30427 10.20943  0.43
H: 11.82594 19.46284 10.86814  0.33
N: 4.51207 8.99495 12.46153  1.09
O: 4.45654 8.89679 13.68592  -0.75
O: 4.29454 7.91936 11.80315  -0.82
O: 4.77765 10.02284 11.83808  -0.71

- net charge = +5
- total energy (eV) = -59141.872
- largest force on an atom (eV/Å) = 4.57
- multiplicity = 1


The following is a quantum chemistry calculation of a molecular structure, C22H16Br2INO2PdS at a distorted geometry, from the OMol25 dataset.

Each line ends with the natural charge from an NBO analysis.
Atoms and positions in Å:
Pd: 2.41117 -0.96621 -0.86358  0.70
Br: 3.73747 3.85856 -0.25519  0.07
C: 2.95108 2.69825 1.00811  -0.20
C: 2.60334 3.19500 2.27195  -0.22
C: 1.98938 2.39329 3.18768  -0.11
Br: 1.53112 3.10501 4.88470  0.05
C: 1.69132 1.04366 2.87675  -0.12
C: 1.03883 0.14247 3.74329  -0.12
C: 0.78039 -1.13206 3.32861  -0.27
C: 1.15785 -1.52593 2.03647  0.09
N: 1.77576 -0.71785 1.20483  -0.49
C: 2.05552 0.55680 1.59968  0.09
C: 2.70011 1.38943 0.63027  0.39
O: 2.98238 0.93881 -0.55545  -0.73
H: 2.82464 4.22703 2.50637  0.24
H: 0.74937 0.47459 4.73093  0.23
H: 0.28097 -1.83808 3.97693  0.23
H: 0.94077 -2.51496 1.66456  0.23
I: 2.87780 -3.20563 -2.26194  0.17
C: 3.69046 -1.24207 -2.33134  -0.63
H: 3.56622 -0.77293 -3.30229  0.21
H: 4.72760 -1.25529 -2.01144  0.21
O: -0.20988 -2.52031 -0.20785  -1.00
S: -0.78221 -1.94256 -1.45470  1.28
C: -2.55673 -1.86097 -1.20258  -0.17
C: -3.07495 -2.25020 0.01858  -0.24
C: -4.44877 -2.19177 0.21768  -0.20
C: -5.28029 -1.75513 -0.80225  -0.21
C: -4.74593 -1.37871 -2.02964  -0.19
C: -3.37815 -1.43504 -2.23669  -0.24
C: -0.49801 -0.17014 -1.42850  -0.31
C: -0.15689 0.46674 -2.61026  -0.16
C: 0.07393 1.83603 -2.60491  -0.22
C: -0.04730 2.55223 -1.42409  -0.18
C: -0.41430 1.90740 -0.24536  -0.20
C: -0.64016 0.54376 -0.24530  -0.21
H: -2.39854 -2.59583 0.78990  0.24
H: -4.86816 -2.49084 1.16926  0.22
H: -6.34998 -1.71178 -0.64515  0.22
H: -5.39731 -1.04368 -2.82591  0.22
H: -2.95233 -1.14266 -3.18951  0.22
H: -0.04837 -0.11051 -3.52166  0.22
H: 0.36671 2.33714 -3.51766  0.22
H: 0.15625 3.61493 -1.41343  0.22
H: -0.50354 2.47061 0.67541  0.22
H: -0.90863 0.01935 0.66475  0.23

- relative energy (zero: lowest compared OMol25 entry of this formula, charge and spin) (kJ/mol) = 29.0
- total energy (eV) = -191158.658
- largest force on an atom (eV/Å) = 1.22
- multiplicity = 1


> total energy of number 2 (C22H16Br2INO2PdS)?

-191158.658 eV


> The highest largest force on an atom belongs to which entry?

C28H80N7O9


Please write out number 2 again, unchanged.
The following is a quantum chemistry calculation of a molecular structure, C22H16Br2INO2PdS at a distorted geometry, from the OMol25 dataset.

Each line ends with the natural charge from an NBO analysis.
Atoms and positions in Å:
Pd: 2.41117 -0.96621 -0.86358  0.70
Br: 3.73747 3.85856 -0.25519  0.07
C: 2.95108 2.69825 1.00811  -0.20
C: 2.60334 3.19500 2.27195  -0.22
C: 1.98938 2.39329 3.18768  -0.11
Br: 1.53112 3.10501 4.88470  0.05
C: 1.69132 1.04366 2.87675  -0.12
C: 1.03883 0.14247 3.74329  -0.12
C: 0.78039 -1.13206 3.32861  -0.27
C: 1.15785 -1.52593 2.03647  0.09
N: 1.77576 -0.71785 1.20483  -0.49
C: 2.05552 0.55680 1.59968  0.09
C: 2.70011 1.38943 0.63027  0.39
O: 2.98238 0.93881 -0.55545  -0.73
H: 2.82464 4.22703 2.50637  0.24
H: 0.74937 0.47459 4.73093  0.23
H: 0.28097 -1.83808 3.97693  0.23
H: 0.94077 -2.51496 1.66456  0.23
I: 2.87780 -3.20563 -2.26194  0.17
C: 3.69046 -1.24207 -2.33134  -0.63
H: 3.56622 -0.77293 -3.30229  0.21
H: 4.72760 -1.25529 -2.01144  0.21
O: -0.20988 -2.52031 -0.20785  -1.00
S: -0.78221 -1.94256 -1.45470  1.28
C: -2.55673 -1.86097 -1.20258  -0.17
C: -3.07495 -2.25020 0.01858  -0.24
C: -4.44877 -2.19177 0.21768  -0.20
C: -5.28029 -1.75513 -0.80225  -0.21
C: -4.74593 -1.37871 -2.02964  -0.19
C: -3.37815 -1.43504 -2.23669  -0.24
C: -0.49801 -0.17014 -1.42850  -0.31
C: -0.15689 0.46674 -2.61026  -0.16
C: 0.07393 1.83603 -2.60491  -0.22
C: -0.04730 2.55223 -1.42409  -0.18
C: -0.41430 1.90740 -0.24536  -0.20
C: -0.64016 0.54376 -0.24530  -0.21
H: -2.39854 -2.59583 0.78990  0.24
H: -4.86816 -2.49084 1.16926  0.22
H: -6.34998 -1.71178 -0.64515  0.22
H: -5.39731 -1.04368 -2.82591  0.22
H: -2.95233 -1.14266 -3.18951  0.22
H: -0.04837 -0.11051 -3.52166  0.22
H: 0.36671 2.33714 -3.51766  0.22
H: 0.15625 3.61493 -1.41343  0.22
H: -0.50354 2.47061 0.67541  0.22
H: -0.90863 0.01935 0.66475  0.23

- relative energy (zero: lowest compared OMol25 entry of this formula, charge and spin) (kJ/mol) = 29.0
- total energy (eV) = -191158.658
- largest force on an atom (eV/Å) = 1.22
- multiplicity = 1


> Which formula does entry 2 have?

C22H16Br2INO2PdS